Record 1
{
  "formula": "C5H13N2",
  "method": "wB97M-V/def2-TZVPD",
  "symbols": ["C", "C", "C", "C", "N", "C", "N", "H", "H", "H", "H", "H", "H", "H", "H", "H", "H", "H", "H", "H"],
  "xyz": [[2.264, 0.915, 0.927], [0.946, 1.447, 0.354], [-0.322, 0.868, 1.013], [-0.622, -0.578, 0.645], [-1.799, -0.912, -0.178], [-1.704, -1.493, -1.359], [-0.715, -1.291, -2.210], [2.055, 0.447, 1.894], [2.659, 0.104, 0.300], [3.026, 1.684, 0.973], [0.866, 2.525, 0.486], [0.821, 1.275, -0.717], [-0.215, 0.909, 2.104], [-1.109, 1.582, 0.789], [-0.645, -1.255, 1.497], [0.248, -0.960, 0.097], [-2.722, -0.541, 0.021], [-2.464, -2.168, -1.743], [-0.076, -0.527, -2.034], [-0.492, -2.032, -2.861]],
  "mulliken_charge": [-1.0143, -0.6249, -0.5520, -0.8931, -0.0693, 0.0614, -0.2561, 0.2888, 0.2919, 0.3504, 0.3542, 0.2699, 0.3306, 0.4394, 0.3459, 0.4924, 0.2922, 0.4007, 0.2297, 0.2624],
  "charge": 1,
  "smiles": "CCCC/[NH+]=C\\N",
  "lumo_ev": -4.184
}

***

Record 2
{
  "formula": "C5H13N2",
  "method": "wB97M-V/def2-TZVPD",
  "symbols": ["C", "C", "C", "N", "C", "C", "N", "H", "H", "H", "H", "H", "H", "H", "H", "H", "H", "H", "H", "H"],
  "xyz": [[0.520, -1.429, 0.489], [0.521, 0.059, 0.728], [0.599, 0.533, 1.986], [0.851, -0.261, 3.028], [0.380, 0.934, -0.484], [-1.012, 0.615, -1.177], [-0.948, 0.123, -2.570], [1.376, -1.615, -0.129], [-0.479, -1.531, -0.082], [0.565, -1.967, 1.366], [0.543, 1.548, 2.038], [1.387, 0.047, 3.871], [0.403, -1.120, 2.962], [0.468, 2.056, -0.258], [1.151, 0.523, -1.083], [-1.649, 1.512, -1.223], [-1.783, -0.113, -0.654], [-0.864, 0.860, -3.351], [-1.840, -0.369, -2.694], [-0.189, -0.406, -2.763]],
  "mulliken_charge": [-1.0696, 0.1037, -0.2615, -0.4469, -0.6706, -0.6395, -0.2353, 0.2809, 0.1863, 0.4131, 0.4423, 0.2305, 0.1615, 0.3859, 0.3658, 0.3694, 0.3683, 0.3670, 0.3680, 0.2807],
  "charge": 1,
  "smiles": "C/C(=C\\N)CC[NH3+]",
  "lumo_ev": -3.707
}

***

Record 3
{
  "formula": "C5H13N2",
  "method": "wB97M-V/def2-TZVPD",
  "symbols": ["C", "N", "C", "C", "C", "C", "N", "H", "H", "H", "H", "H", "H", "H", "H", "H", "H", "H", "H", "H"],
  "xyz": [[-0.204, -0.004, 2.958], [0.183, 0.182, 1.783], [0.848, -0.887, 1.044], [0.226, -1.005, -0.376], [-0.591, 0.233, -0.772], [-0.887, 0.128, -2.254], [0.358, 1.406, -0.602], [-0.682, 0.811, 3.490], [-0.104, -0.927, 3.540], [0.933, -1.879, 1.508], [1.905, -0.597, 0.994], [-0.369, -1.889, -0.464], [1.098, -1.037, -1.030], [-1.451, 0.295, -0.112], [-1.235, 1.045, -2.719], [-1.695, -0.578, -2.488], [-0.029, -0.226, -2.820], [0.127, 2.130, -1.283], [1.303, 1.063, -0.762], [0.264, 1.736, 0.367]],
  "mulliken_charge": [-0.3593, -0.2126, -0.8100, -0.8836, 0.1874, -1.4692, -0.2022, 0.2553, 0.2436, 0.4397, 0.3432, 0.4626, 0.3648, 0.3610, 0.4427, 0.3676, 0.3767, 0.3669, 0.3388, 0.3868],
  "charge": 1,
  "smiles": "C=NCC[C@H](C)[NH3+]",
  "lumo_ev": -3.064
}

***

Record 4
{
  "formula": "C5H13N2",
  "method": "wB97M-V/def2-TZVPD",
  "symbols": ["C", "C", "N", "C", "C", "C", "N", "H", "H", "H", "H", "H", "H", "H", "H", "H", "H", "H", "H", "H"],
  "xyz": [[-1.190, 1.032, 2.152], [-0.192, 0.709, 1.098], [0.052, 1.963, 0.158], [-0.543, -0.573, 0.203], [0.131, -0.749, -1.080], [1.028, -1.747, -1.307], [1.490, -1.950, -2.599], [-1.838, 0.156, 2.388], [-1.751, 1.954, 1.960], [-0.784, 1.080, 3.160], [0.763, 0.547, 1.603], [0.772, 1.657, -0.503], [0.368, 2.740, 0.731], [-0.790, 2.080, -0.401], [-1.628, -0.717, 0.262], [-0.021, -1.267, 0.889], [-0.069, -0.105, -1.947], [1.252, -2.627, -0.704], [1.028, -1.356, -3.256], [1.923, -2.826, -2.807]],
  "mulliken_charge": [-1.3069, 0.2014, -0.3366, -0.6412, -0.6919, 0.0090, -0.4038, 0.3577, 0.3544, 0.3278, 0.3486, 0.3644, 0.3467, 0.3565, 0.3928, 0.2821, 0.3059, 0.3034, 0.1953, 0.2347],
  "charge": 1,
  "smiles": "C[C@H]([NH3+])C/C=C/N",
  "lumo_ev": -3.255
}

***

Record 5
{
  "formula": "C5H13N2",
  "method": "wB97M-V/def2-TZVPD",
  "symbols": ["C", "N", "C", "C", "C", "C", "N", "H", "H", "H", "H", "H", "H", "H", "H", "H", "H", "H", "H", "H"],
  "xyz": [[-2.718, 0.060, -1.013], [-1.607, 1.035, -1.223], [-0.412, 0.513, -0.869], [0.552, 1.151, -0.106], [1.871, 0.409, -0.070], [1.647, -1.077, 0.521], [0.773, -0.876, 1.748], [-2.585, -0.911, -0.428], [-3.632, 0.644, -0.680], [-2.952, -0.408, -1.980], [-1.668, 2.011, -1.509], [-0.157, -0.389, -1.471], [0.403, 2.185, 0.380], [2.517, 0.788, 0.801], [2.393, 0.363, -1.055], [1.305, -1.841, -0.150], [2.647, -1.430, 0.938], [1.366, -0.514, 2.504], [0.136, -1.563, 2.150], [0.122, -0.150, 1.511]],
  "mulliken_charge": [-0.8373, -0.1802, 0.1637, -0.9804, -0.3675, -0.6779, -0.2530, 0.2457, 0.3075, 0.3415, 0.2552, 0.2998, 0.2892, 0.3178, 0.3476, 0.3641, 0.3514, 0.3682, 0.3564, 0.2883],
  "charge": 1,
  "smiles": "CN/C=C/CC[NH3+]",
  "lumo_ev": -3.375
}

***

Record 6
{
  "formula": "C5H13N2",
  "method": "wB97M-V/def2-TZVPD",
  "symbols": ["C", "C", "C", "C", "N", "C", "N", "H", "H", "H", "H", "H", "H", "H", "H", "H", "H", "H", "H", "H"],
  "xyz": [[-1.788, -1.782, 0.861], [-1.430, -0.596, -0.015], [-0.172, -0.679, -0.884], [1.188, -0.368, -0.264], [1.892, 0.843, -0.617], [1.541, 2.062, -0.276], [0.542, 2.302, 0.544], [-2.867, -1.779, 1.120], [-1.553, -2.731, 0.387], [-1.157, -1.859, 1.743], [-2.297, -0.350, -0.663], [-1.393, 0.248, 0.781], [-0.355, -0.174, -1.862], [-0.073, -1.778, -1.056], [1.147, -0.645, 0.849], [1.781, -1.248, -0.542], [2.427, 0.691, -1.469], [1.987, 2.947, -0.704], [0.154, 1.628, 1.218], [0.428, 3.267, 0.848]],
  "mulliken_charge": [-1.2725, -0.0905, -0.2890, -1.0775, -0.0655, 0.0609, -0.2738, 0.3399, 0.3564, 0.3285, 0.3123, -0.0276, 0.3194, 0.3054, 0.4004, 0.4190, 0.3255, 0.3824, 0.2577, 0.2885],
  "charge": 1,
  "smiles": "CCCCNC=[NH2+]",
  "lumo_ev": -3.699
}

***

Record 7
{
  "formula": "C5H13N2",
  "method": "wB97M-V/def2-TZVPD",
  "symbols": ["C", "C", "C", "N", "H", "H", "H", "H", "H", "H", "H", "H", "C", "C", "N", "H", "H", "H", "H", "H"],
  "xyz": [[-1.644, 0.253, 1.431], [-1.679, -0.306, 0.020], [-2.607, -0.047, -0.900], [-0.615, -1.283, -0.296], [-2.576, 0.767, 1.610], [-1.538, -0.594, 2.095], [-0.813, 0.908, 1.571], [-2.516, -0.416, -1.962], [-3.310, 0.736, -0.773], [-0.647, -2.008, 0.434], [0.374, -0.814, -0.176], [-0.873, -1.747, -1.187], [1.865, 1.386, -0.738], [2.790, -0.474, 0.401], [1.733, 0.047, -0.159], [1.793, 1.226, -1.853], [2.827, 1.802, -0.406], [0.963, 2.016, -0.393], [2.702, -1.468, 0.880], [3.772, 0.016, 0.401]],
  "mulliken_charge": [-1.1517, 0.6543, -0.9692, -0.2067, 0.3898, 0.3451, 0.2912, 0.2222, 0.3131, 0.4245, 0.4704, 0.3308, -0.8489, -0.2500, -0.3359, 0.2857, 0.3338, 0.2491, 0.2076, 0.2447],
  "charge": 1,
  "lumo_ev": -2.985
}

***

Record 8
{
  "formula": "C5H13N2",
  "method": "wB97M-V/def2-TZVPD",
  "symbols": ["C", "C", "C", "C", "C", "N", "N", "H", "H", "H", "H", "H", "H", "H", "H", "H", "H", "H", "H", "H"],
  "xyz": [[1.202, 1.742, -0.043], [0.983, 0.805, -0.928], [0.385, 2.145, 1.124], [1.773, -0.111, -1.761], [-1.232, -0.805, 0.168], [-1.556, -1.706, -0.800], [-1.233, -1.407, 1.514], [2.116, 2.372, -0.299], [0.135, 1.278, 1.743], [0.981, 2.771, 1.790], [-0.498, 2.675, 0.779], [2.835, -0.254, -1.443], [1.796, 0.230, -2.788], [1.249, -1.094, -1.810], [-1.939, -0.031, 0.001], [-2.149, -1.369, -1.544], [-1.061, -2.486, -1.091], [-2.092, -2.167, 1.490], [-1.381, -0.709, 2.224], [-0.316, -1.880, 1.673]],
  "lowdin_spin": [0.1128, 0.6567, 0.0229, 0.1086, 0.5938, 0.2336, 0.0912, 0.0430, 0.0022, 0.0004, -0.0005, 0.0141, 0.0067, 0.0235, 0.0253, 0.0071, 0.0153, 0.0308, 0.0026, 0.0099],
  "spin_multiplicity": 3,
  "charge": 1,
  "lumo_ev": [-3.729, -5.023],
  "s_squared": 2.01
}

***

Record 9
{
  "formula": "C5H13N2O",
  "method": "wB97M-V/def2-TZVPD",
  "symbols": ["C", "N", "C", "O", "C", "C", "C", "N", "H", "H", "H", "H", "H", "H", "H", "H", "H", "H", "H", "H", "H"],
  "xyz": [[-0.314, 1.114, -0.016], [-0.858, 1.228, 1.311], [-1.788, 0.342, 1.642], [-2.569, -0.378, 0.948], [1.029, 0.405, -0.153], [0.819, -1.103, -0.212], [2.148, -1.883, -0.275], [1.672, 0.838, -1.635], [-0.121, 2.134, -0.330], [-1.124, 0.718, -0.667], [-5.493, 1.311, -0.561], [-5.282, 1.417, 0.142], [-1.975, 0.174, 2.713], [1.491, 0.502, 0.850], [0.124, -1.389, 0.571], [0.349, -1.221, -1.156], [2.000, -2.851, -0.821], [2.865, -1.144, -0.737], [2.606, -2.171, 0.675], [1.756, 1.387, -0.598], [2.664, 0.570, -1.693]],
  "mulliken_charge": [-0.5319, -0.7520, -0.1463, -0.6920, -0.0340, -0.4242, -0.9803, -0.6888, 0.3891, 0.3525, 0.0501, -0.0498, 0.4232, 0.1431, 0.3207, 0.3072, 0.2843, 0.2110, 0.2916, 0.2632, 0.2632],
  "charge": -1,
  "lumo_ev": 3.763
}

***

Record 10
{
  "formula": "C5H13N2O",
  "method": "wB97M-V/def2-TZVPD",
  "symbols": ["C", "N", "C", "C", "C", "O", "C", "N", "H", "H", "H", "H", "H", "H", "H", "H", "H", "H", "H", "H", "H"],
  "xyz": [[-0.982, 1.304, 3.471], [0.019, -1.692, -2.074], [0.157, -0.672, -1.244], [1.343, 0.239, -1.336], [1.870, 0.721, 0.031], [0.974, 1.368, 0.775], [-0.999, -0.261, -0.382], [-1.982, -1.373, -0.234], [-0.683, 0.943, 4.452], [-0.085, 1.577, 2.915], [-1.482, 0.485, 2.975], [-1.670, 2.136, 3.612], [0.364, -2.013, -1.031], [2.117, -0.312, -1.866], [1.031, 1.088, -1.970], [2.795, 1.290, -0.213], [2.241, -0.232, 0.517], [-1.464, 0.618, -0.808], [-0.620, 0.060, 0.596], [-1.770, -1.965, -1.006], [-2.898, -1.002, -0.476]],
  "mulliken_charge": [-0.8431, -0.9471, 0.4104, -0.4818, -0.5892, -0.8060, 0.0476, -0.7972, 0.2798, 0.1899, 0.1645, 0.2115, 0.3338, 0.3065, 0.2726, 0.2577, 0.2249, 0.2697, -0.1233, 0.3800, 0.2388],
  "charge": -1,
  "lumo_ev": 4.041
}

***

Record 11
{
  "formula": "C5H13N2O",
  "method": "wB97M-V/def2-TZVPD",
  "symbols": ["C", "N", "C", "C", "C", "N", "C", "O", "H", "H", "H", "H", "H", "H", "H", "H", "H", "H", "H", "H", "H"],
  "xyz": [[1.798, 1.963, 0.470], [0.379, 1.866, 0.128], [-0.318, 1.017, 1.106], [-1.213, 0.005, 0.459], [-0.424, -1.188, -0.134], [-1.089, -2.475, 0.095], [-0.271, -0.958, -1.725], [-0.218, 0.306, -2.122], [1.905, 2.409, 1.466], [2.315, 0.993, 0.437], [2.281, 2.626, -0.210], [0.334, 1.358, -0.770], [0.396, 0.537, 1.778], [-0.839, 1.704, 1.794], [-1.924, -0.417, 1.182], [-1.804, 0.425, -0.361], [0.604, -1.107, 0.244], [-0.894, -3.044, -0.724], [-0.676, -2.921, 0.907], [0.725, -1.466, -1.885], [-1.067, -1.633, -2.136]],
  "mulliken_charge": [-0.9782, -0.4779, -0.6846, -1.0390, 0.5612, -0.7838, -0.6988, -0.8698, 0.3153, 0.3008, 0.3342, 0.4266, 0.3950, 0.3376, 0.3851, 0.3245, 0.2173, 0.2477, 0.2284, 0.2044, 0.2542],
  "charge": -1,
  "smiles": "CNCC[C@@H](N)C[O-]",
  "lumo_ev": 4.145
}

***

Record 12
{
  "formula": "C5H13N2O",
  "method": "wB97M-V/def2-TZVPD",
  "symbols": ["C", "N", "C", "O", "H", "H", "H", "H", "H", "H", "C", "C", "C", "N", "H", "H", "H", "H", "H", "H", "H"],
  "xyz": [[0.920, -3.222, 1.323], [-0.177, -2.278, 1.512], [0.322, -0.894, 1.170], [0.728, -0.731, -0.113], [1.329, -3.197, 0.281], [0.577, -4.216, 1.559], [1.731, -2.993, 2.012], [-0.883, -2.482, 0.824], [1.127, -0.706, 1.947], [-0.533, -0.194, 1.454], [-1.490, 0.806, -1.356], [-0.664, 1.746, -0.484], [0.774, 3.351, -1.435], [-0.454, 3.030, -1.162], [-1.632, -0.125, -0.786], [-2.439, 1.229, -1.606], [-0.946, 0.561, -2.264], [0.306, 1.296, -0.247], [-1.217, 2.013, 0.472], [1.665, 2.683, -1.191], [0.956, 4.324, -1.912]],
  "lowdin_spin": [0.0010, 0.0013, 0.0091, 0.0103, 0.0000, 0.0003, 0.0002, 0.0011, 0.0026, 0.0058, 0.0142, 0.0430, 0.3511, 0.3468, 0.0059, 0.0067, 0.0059, 0.0029, 0.0274, 0.0812, 0.0830],
  "spin_multiplicity": 2,
  "charge": -2,
  "lumo_ev": [6.400, 6.383],
  "s_squared": 0.75
}

***

Energy relative to the best compared isomer or geometry (same formula, charge and spin), record by record: 1.5937; 3.3738; 1.7967; 2.2919; 3.4851; 1.5868; 2.4847; 0.9065; 3.7523; 3.4384; 0.8302; 1.6422 eV